No. 1
DFT (ωB97M-V/def2-TZVPD) results for one molecule with the formula C5H10N2 at a distorted geometry.

Computed properties:
M   98.1 g/mol
Calculated total energy   -305.9314 Ha
Largest force on an atom   1.5 eV/A
Kohn-Sham gap   10.392 eV
SMILES   C[C@H]1N[C@H]1[C@H]1CN1
Highest occupied orbital energy   -9.198 eV
LUMO level   1.194 eV

The geometry in ORCA input format:
```
! RIJCOSX wB97M-V def2-TZVPD def2/J DEFGRID3
* xyz 0 1
C 1.2762 1.6264 0.1421
C -0.2295 1.4692 0.2247
N -1.0304 0.8806 -0.8496
C -0.9682 0.1888 0.4445
C -0.2872 -1.1553 0.6416
C -0.4842 -2.2068 -0.4026
N 0.7835 -1.5214 -0.2541
H 1.5244 2.5213 -0.4408
H 1.7998 0.7831 -0.3142
H 1.6981 1.7574 1.1442
H -0.7008 2.3621 0.6365
H -0.4409 0.4334 -1.5507
H -1.9110 0.2815 0.9849
H -0.2496 -1.5007 1.6678
H -0.4129 -3.2737 -0.2035
H -1.3455 -1.8477 -0.9363
H 0.9781 -0.7983 -0.9345
*
```

Results of the Mulliken charge analysis, in e, for atoms 1 through 2: atom 1 (C): -1.26, atom 2 (C): 0.10

No. 2
DFT (ωB97M-V/def2-TZVPD) results for one molecule with the formula C5H10N2.

Computed properties:
M   98.1 g/mol
Calculated total energy   -305.8976 Ha
Largest force on an atom   1.0 eV/A
Kohn-Sham gap (spin up / spin down)   7.448 / 7.445 eV
Highest occupied orbital energy (spin up / spin down)   -6.872 / -6.871 eV
LUMO level (spin up / spin down)   0.576 / 0.574 eV

The geometry in ORCA input format:
```
! RIJCOSX wB97M-V def2-TZVPD def2/J DEFGRID3
* xyz 0 1
C 1.1127 -0.3701 0.8933
C 1.8868 0.7966 0.3350
C 1.4943 0.5957 -1.0591
C -1.9458 0.2051 -0.9921
C -0.2216 -0.5428 0.4922
N -1.1670 -0.9924 1.4104
N -0.5666 -0.1599 -0.7256
H 1.6018 -1.0887 1.5383
H -1.9206 -1.5571 1.0481
H -0.8113 -1.3021 2.3000
H 1.6228 1.7741 0.7446
H 2.9524 0.6206 0.4994
H 1.9624 -0.2125 -1.6043
H 0.9665 1.3498 -1.6230
H -2.5774 -0.6882 -1.0916
H -2.3934 0.8444 -0.2168
H -1.9959 0.7275 -1.9489
*
```

Results of the Mulliken charge analysis, in e, for atoms 1 through 2: atom 1 (C): -0.85, atom 2 (C): -0.33

No. 3
DFT (ωB97M-V/def2-TZVPD) results for one molecule with the formula C5H10N2.

Computed properties:
M   98.1 g/mol
Calculated total energy   -305.9734 Ha
Largest force on an atom   0.8 eV/A
Kohn-Sham gap   9.917 eV
SMILES   C=N/C=C/CCN
Highest occupied orbital energy   -8.965 eV
LUMO level   0.952 eV

The geometry in ORCA input format:
```
! RIJCOSX wB97M-V def2-TZVPD def2/J DEFGRID3
* xyz 0 1
C -0.7816 -0.9798 1.4870
C -1.2179 0.3103 0.7914
C -0.2271 0.7931 -0.2273
C -0.4064 0.5886 -1.5358
N 0.4643 1.0435 -2.5520
C 1.6740 0.6897 -2.4722
N 0.4976 -0.7916 2.1895
H -1.5333 -1.2220 2.2407
H -0.7574 -1.7901 0.7506
H -1.3383 1.0793 1.5560
H -2.1727 0.1241 0.3001
H 0.6905 1.2598 0.1109
H -1.3011 0.0914 -1.8921
H 2.0592 0.0529 -1.6722
H 2.3832 1.0314 -3.2196
H 1.2130 -0.6385 1.4820
H 0.7540 -1.6423 2.6629
*
```

Results of the Mulliken charge analysis, in e, for atoms 1 through 2: atom 1 (C): -0.47, atom 2 (C): -0.78